# C46H25Cl2CrI4N4O2

C46H25Cl2CrI4N4O2 as an isolated structure (ωB97M-V/def2-TZVPD, the Open Molecules 2025 dataset).

Structure (ORCA input):
```
! wB97M-V def2-TZVPD RIJCOSX def2/J DEFGRID3
* xyz 0 4
Cr 0.039 0.029 -0.189
I -6.573 -6.766 -2.137
C -5.150 -5.262 -1.868
C -4.783 -4.466 -2.943
C -3.837 -3.469 -2.759
C -3.257 -3.262 -1.512
C -3.637 -4.069 -0.446
C -4.583 -5.069 -0.618
C -2.232 -2.200 -1.304
C -2.670 -0.900 -1.086
C -4.033 -0.465 -1.212
C -4.034 0.876 -1.032
C -2.682 1.262 -0.743
C -2.293 2.542 -0.365
C -3.333 3.610 -0.338
C -3.456 4.503 -1.395
C -4.414 5.506 -1.368
C -5.255 5.613 -0.272
I -6.699 7.121 -0.222
C -5.147 4.729 0.792
C -4.185 3.731 0.754
C -1.026 2.859 0.102
N 0.032 1.993 0.196
C 1.012 2.657 0.886
C 2.278 2.159 1.171
C 3.186 2.979 2.023
C 3.297 2.687 3.378
C 4.138 3.428 4.195
C 4.874 4.469 3.649
I 6.143 5.589 4.872
C 4.778 4.772 2.300
C 3.933 4.025 1.492
C 2.767 0.957 0.668
C 4.141 0.544 0.749
C 4.249 -0.601 0.036
C 2.933 -0.921 -0.446
N 2.049 0.051 -0.061
C 2.603 -2.100 -1.103
C 1.296 -2.492 -1.376
C 0.923 -3.792 -1.860
C -0.430 -3.850 -1.830
C -0.892 -2.569 -1.375
N 0.175 -1.755 -1.113
C 3.708 -3.039 -1.449
C 4.023 -4.107 -0.617
C 5.061 -4.970 -0.935
C 5.789 -4.762 -2.097
I 7.354 -6.055 -2.583
C 5.488 -3.702 -2.939
C 4.449 -2.845 -2.610
C 0.563 3.980 1.221
C -0.682 4.115 0.711
N -1.863 0.170 -0.799
H -5.229 -4.620 -3.916
H -3.544 -2.844 -3.594
H -3.190 -3.911 0.528
H -4.874 -5.690 0.217
H -4.872 -1.107 -1.421
H -4.876 1.547 -1.068
H -2.794 4.414 -2.248
H -4.503 6.197 -2.196
H -5.804 4.818 1.646
H -4.089 3.039 1.582
H 2.719 1.871 3.797
H 4.217 3.195 5.248
H 5.356 5.583 1.878
H 3.854 4.256 0.437
H 4.916 1.075 1.276
H 5.132 -1.193 -0.142
H 1.613 -4.560 -2.166
H -1.065 -4.676 -2.103
H 3.454 -4.261 0.291
H 5.300 -5.796 -0.279
H 6.058 -3.544 -3.844
H 4.210 -2.015 -3.262
H 1.136 4.707 1.772
H -1.329 4.975 0.756
Cl -1.758 -2.403 3.806
C -0.846 -0.877 3.799
Cl 0.845 -1.139 4.257
C -0.969 -0.235 2.410
O -1.681 0.743 2.290
O -0.230 -0.797 1.514
H -1.294 -0.223 4.537
*
```

The energy relative to the best compared isomer or geometry (same formula, charge and spin) is 1.8 kcal per mole. The highest occupied orbital energy (spin up / spin down) comes out at -7.54 / -7.43 eV. The value obtained for the HOMO-LUMO gap (spin up / spin down) is 6.1 / 5.8 eV. As for the expectation value of S²: 3.783.